(1)
63
Properties=species:S:1:pos:R:3:mulliken_charge:R:1 method="wB97M-V/def2-TZVPD" fmax_ev_per_a=12.38 homo_ev=-9.10 energy_ha=-2253.47609
C -1.2938 -0.1042 -2.2468 -0.11
O 0.0720 0.2627 -1.7619 -0.42
B 0.0579 0.1502 -0.2619 0.35
O -0.8833 -0.8079 0.3769 -0.59
C 1.1200 1.0715 0.6521 1.51
C 0.5969 0.9529 2.2364 -0.38
N 0.5944 0.9148 3.5379 -0.72
C 2.6370 0.4960 0.4236 -1.07
C 3.0065 -0.7451 1.4817 0.61
C 3.7923 -0.0983 2.7699 -1.00
O 3.9487 -1.7366 0.8665 -0.58
C 0.8921 2.6359 0.2230 0.30
C 0.6729 3.6310 1.5487 0.17
N 0.4018 4.3559 2.6072 -0.66
P 2.1922 3.3519 -0.9771 0.10
S 1.9247 2.8256 -2.8575 -0.35
H -1.3858 0.2485 -3.3688 -0.06
H -1.4864 -1.2801 -2.1757 0.09
H -2.1483 0.4474 -1.6564 0.30
H -1.5625 -0.2129 0.8286 0.36
H 2.6406 -0.0246 -0.6507 0.31
H 3.4959 1.2796 0.5562 0.09
H 2.0479 -1.3842 1.7709 0.17
H 3.1908 -0.1841 3.7942 0.05
H 4.0358 1.0598 2.6565 0.22
H 4.8552 -0.6259 2.8531 0.40
H 3.7028 -1.9034 -0.0922 0.34
H -0.1552 2.6748 -0.3482 0.32
H 3.5769 3.1652 -0.5367 0.11
H 1.9964 4.8087 -0.9643 0.15
O 1.3144 -1.5973 5.3616 -0.68
H 0.8440 -2.2905 4.8745 0.32
H 1.2109 -0.8098 4.8065 0.33
O -1.7951 -3.2214 -3.3507 -0.54
H -0.9302 -3.4986 -3.0128 0.26
H -2.1278 -4.0051 -3.8134 0.27
O -2.4911 5.2207 1.8860 -0.66
H -1.5410 5.0648 1.9952 0.32
H -2.6741 5.9709 2.4714 0.30
O -2.5241 0.9677 -4.8259 -0.57
H -2.1618 1.6173 -5.4470 0.29
H -3.4778 0.9871 -4.9966 0.25
O -4.6322 0.3148 -1.8206 -0.61
H -4.7948 -0.0723 -0.9473 0.30
H -4.7613 -0.4254 -2.4325 0.31
O 5.2899 -2.0456 4.9232 -0.65
H 4.3298 -1.9704 4.8152 0.35
H 5.4644 -1.6141 5.7731 0.32
O -3.7093 -1.3636 1.2090 -0.57
H -2.7744 -1.6125 1.1541 0.34
H -3.8765 -1.2900 2.1606 0.35
O -4.7383 -1.3489 4.1015 -0.65
H -5.6983 -1.2737 3.9935 0.31
H -4.5638 -0.9174 4.9514 0.32
O -1.3642 -1.2911 -6.2285 -0.62
H -0.4140 -1.4469 -6.1193 0.32
H -1.5471 -0.5409 -5.6431 0.36
O -5.0947 -2.0697 -3.8431 -0.66
H -4.2298 -2.3469 -3.5052 0.32
H -5.4274 -2.8534 -4.3058 0.29
O 5.0616 -1.7605 -1.8601 -0.62
H 5.5160 -2.4034 -1.2951 0.33
H 5.7816 -1.2985 -2.3151 0.30



(2)
17
Properties=species:S:1:pos:R:3:mulliken_charge:R:1 method="wB97M-V/def2-TZVPD" total_charge=-1 fmax_ev_per_a=1.66 homo_ev=-2.99 energy_ha=-669.61021
C 2.6196 0.3164 0.1902 -1.00
C 1.1928 0.8549 -0.1393 -0.18
C 0.2418 0.6252 1.0394 -1.06
S -1.4717 1.1349 0.5641 -0.59
H 3.3224 0.4473 -0.6305 0.32
H 2.5457 -0.7308 0.4855 0.25
H 2.8863 0.8458 1.0980 0.29
H 1.3097 1.9289 -0.1421 0.34
H 0.8027 0.5272 -1.0980 0.17
H 0.5955 1.2016 1.8902 0.33
H 0.2230 -0.4009 1.4021 0.40
H -1.2095 -0.2978 -2.5613 0.30
H -1.5704 -0.3025 -1.0553 0.13
O -1.5811 -0.8639 -1.8823 -0.65
H -0.3354 -2.6794 -0.7254 0.32
H 0.0183 -1.6217 0.2410 0.30
O 0.2250 -2.5558 0.0657 -0.69



(3)
17
Properties=species:S:1:pos:R:3:mulliken_charge:R:1 method="wB97M-V/def2-TZVPD" fmax_ev_per_a=1.85 homo_ev=-9.38 energy_ha=-346.86361
C -2.1317 -0.4110 0.6431 -1.07
C -1.6927 0.5290 -0.4487 0.33
O -1.4849 1.7244 -0.2628 -0.61
C 0.4486 -0.3363 -0.4927 0.40
C 1.7502 0.4089 -0.6778 -0.71
C 2.0389 -0.1329 0.7293 -0.36
O 0.7790 -0.8256 0.8013 -0.46
H -3.1706 -0.1001 0.7744 0.35
H -2.1055 -1.4763 0.3857 0.30
H -1.5832 -0.2446 1.5723 0.32
H -1.7655 0.0963 -1.4733 0.41
H -0.1760 0.5605 -0.4104 -0.41
H 0.1415 -1.1284 -1.1920 0.45
H 2.3666 0.0665 -1.5000 0.29
H 1.5917 1.4930 -0.7422 0.24
H 2.1258 0.6165 1.5208 0.26
H 2.8681 -0.8397 0.7730 0.26



(4)
50
Properties=species:S:1:pos:R:3:mulliken_charge:R:1 method="wB97M-V/def2-TZVPD" fmax_ev_per_a=5.58 homo_ev=-8.48 energy_ha=-1655.24569
N -2.2102 -6.7933 0.3896 -0.44
O -2.9623 0.0806 0.1032 -0.67
O -0.8679 5.8739 -3.6265 -0.66
O -3.1589 5.0468 -3.3896 -0.66
C -2.5621 -5.6928 0.3508 -0.09
O -2.0875 -3.2992 0.3967 -0.25
C -2.1911 -0.8751 0.3782 0.35
C -2.9569 -4.3145 0.5283 0.36
C -4.1828 -3.8835 0.8837 -0.37
C -4.1376 -2.4304 0.8476 -0.81
C -2.7996 -2.1428 0.4797 0.70
C 2.2930 0.9359 -0.3088 -0.23
C 1.8952 2.1900 -0.8660 -1.14
C -0.4886 1.5626 -0.7643 -0.55
C -0.0889 0.2884 -0.1881 -0.43
C 1.2593 -0.0083 -0.0297 -0.05
C 0.5044 2.5126 -1.1001 0.62
N -0.8854 -0.7878 0.0904 -0.03
N 1.5881 -1.1979 0.6232 0.86
N -1.2132 3.7522 -2.3531 -0.26
C 0.0607 3.8793 -1.6869 -0.79
C 1.8386 -1.0908 2.0405 -0.89
C 2.3859 -2.2567 -0.0693 -0.66
C 3.1055 -1.7891 2.6404 -0.82
C 2.7202 -3.4025 0.8216 -0.70
C 3.6114 -3.0580 1.9810 -0.49
C -2.0911 6.3418 -1.4311 -1.01
S -1.8369 5.2259 -2.7931 1.12
H -4.9593 -4.4794 1.2387 0.55
H -4.8721 -1.6857 1.0891 0.50
H 3.3422 0.7094 0.0508 0.30
H 2.7418 2.8654 -1.0587 0.35
H -1.5570 1.6626 -1.0367 0.54
H -0.3745 -1.6334 -0.0703 0.23
H -1.1363 3.0788 -3.1651 0.33
H 0.8289 4.2245 -2.3708 0.45
H 0.0559 4.6736 -0.8620 0.29
H 0.9381 -1.5933 2.4688 0.33
H 1.7036 -0.1100 2.5512 0.42
H 1.9412 -2.6754 -0.9188 0.37
H 3.2996 -1.6868 -0.4880 0.36
H 2.8776 -1.9562 3.6569 0.42
H 3.8727 -1.0261 2.6227 0.24
H 3.3583 -4.0364 0.1701 0.38
H 1.7125 -3.8116 1.1830 0.20
H 4.6911 -3.0234 1.7664 0.36
H 3.4407 -3.9171 2.6390 0.26
H -1.1171 6.6138 -0.9063 0.32
H -2.6979 5.9754 -0.6941 0.40
H -2.6314 7.1639 -1.8142 0.39